[1]
Molecular formula: C2H5ISi
Method: DFT, wB97M-V/def2-TZVPD

The energy above the lowest of the compared OMol25 structures with the same formula, charge and spin comes out at 12.7 kcal per mole. The value obtained for the gap between HOMO and LUMO is 9.59 eV. As for the SMILES: C=C[SiH2]I. As for the HOMO energy: -9.4 eV. The calculation puts the total energy at -18132.35594 eV.

Element x y z (Å)
C 0.95 1.32 -0.47
C 0.84 -0.01 -0.24
Si -0.70 -1.14 0.23
I -2.98 -0.01 -0.37
H 1.86 1.87 -0.46
H -0.09 1.75 -0.48
H 1.85 -0.45 0.01
H -0.78 -0.77 1.65
H -0.94 -2.56 0.14

[2]
Molecular formula: C23H38BCrN6O4
Method: DFT, wB97M-V/def2-TZVPD

The value obtained for the gap between HOMO and LUMO (alpha / beta) is 6.71 / 7.14 eV. As for the expectation value of S²: 0.758. Its net charge is +2. Its multiplicity is 2. As for the HOMO energy (alpha / beta): -14.3 / -14.3 eV. The calculation puts the total energy at -70682.72067 eV.

Element x y z (Å)
Cr 0.48 -0.07 0.26
C 3.98 0.49 0.77
C 3.86 0.01 -0.68
O 2.61 -0.67 -0.82
C 2.67 -1.93 -1.47
C 1.37 -2.67 -1.12
O 0.92 -2.27 0.16
C 1.69 -2.83 1.22
C 1.20 -2.14 2.49
O 1.30 -0.73 2.29
C 2.24 -0.08 3.14
C 2.55 1.27 2.50
O 2.75 1.12 1.11
H 4.81 1.20 0.87
H 4.17 -0.37 1.42
H 4.69 -0.65 -0.92
H 3.87 0.87 -1.36
H 3.55 -2.48 -1.14
H 2.74 -1.81 -2.56
H 1.53 -3.76 -1.14
H 0.57 -2.41 -1.81
H 2.75 -2.64 1.07
H 1.52 -3.91 1.28
H 1.77 -2.46 3.36
H 0.14 -2.39 2.63
H 3.15 -0.69 3.23
H 1.83 0.07 4.15
H 3.41 1.75 2.99
H 1.67 1.92 2.59
C 0.97 3.67 0.58
C -0.33 3.02 0.25
C -1.53 3.67 -0.01
C -2.43 2.68 -0.39
C -3.85 2.85 -0.77
N -1.77 1.51 -0.36
N -0.50 1.71 0.07
B -2.27 0.13 -0.88
N -2.19 -0.81 0.32
N -1.26 -0.50 1.24
C -1.75 -0.86 2.44
C -1.20 -0.46 3.76
C -2.97 -1.51 2.25
C -3.23 -1.44 0.90
C -4.42 -1.91 0.16
N -1.26 -0.31 -1.96
N 0.01 0.07 -1.73
C 0.60 0.29 -2.91
C 1.88 1.01 -3.12
C -0.29 -0.08 -3.92
C -1.47 -0.44 -3.29
C -2.76 -0.86 -3.88
H 1.11 4.54 -0.05
H 1.79 2.97 0.43
H 0.98 4.02 1.61
H -1.73 4.72 0.05
H -4.15 3.88 -0.59
H -4.49 2.20 -0.18
H -4.01 2.62 -1.82
H -3.35 0.19 -1.32
H -0.36 0.21 3.66
H -0.92 -1.32 4.37
H -1.99 0.06 4.30
H -3.59 -1.94 3.02
H -5.00 -2.58 0.79
H -4.15 -2.41 -0.77
H -5.06 -1.06 -0.11
H 2.09 1.63 -2.25
H 1.77 1.66 -3.98
H 2.72 0.35 -3.32
H -0.11 -0.04 -4.98
H -2.62 -1.09 -4.94
H -3.49 -0.05 -3.81
H -3.16 -1.73 -3.37

[3]
Molecular formula: C17H25F5InO9
Method: DFT, wB97M-V/def2-TZVPD

The energy above the lowest of the compared OMol25 structures with the same formula, charge and spin comes out at 0.0 kcal per mole. The value obtained for the gap between HOMO and LUMO is 7.62 eV. Its net charge is -1. As for the HOMO energy: -5.1 eV. The calculation puts the total energy at -55223.54611 eV.

Element x y z (Å)
F 4.77 -1.71 -0.24
C 5.57 -0.86 -0.95
F 5.62 -1.36 -2.20
F 6.81 -0.97 -0.42
C 5.03 0.54 -0.91
C 5.56 1.47 -0.04
C 5.03 2.74 -0.02
C 3.97 3.08 -0.85
C 3.44 2.14 -1.72
C 2.26 2.45 -2.59
F 2.57 1.97 -3.87
F 2.16 3.83 -2.73
In 0.42 1.43 -1.72
C 3.98 0.86 -1.75
H 6.37 1.21 0.63
H 5.44 3.49 0.65
H 3.54 4.07 -0.83
H 0.28 1.95 -0.03
H 0.87 -0.29 -1.68
H -1.03 1.74 -2.68
H 3.55 0.12 -2.41
C 3.32 -3.94 0.96
O 2.86 -4.67 2.11
C 1.88 -4.08 2.78
O 1.37 -3.02 2.52
O 1.54 -4.86 3.82
C 0.49 -4.33 4.62
H 4.11 -4.54 0.52
H 2.51 -3.82 0.24
H 3.70 -2.97 1.26
H -0.42 -4.21 4.03
H 0.77 -3.37 5.05
H 0.32 -5.05 5.41
C -4.22 4.05 -3.76
O -4.04 3.50 -2.46
C -5.06 3.66 -1.63
O -6.09 4.22 -1.88
O -4.74 3.09 -0.47
C -5.75 3.18 0.53
H -3.31 3.83 -4.30
H -5.07 3.59 -4.26
H -4.37 5.13 -3.70
H -6.67 2.68 0.20
H -5.97 4.22 0.77
H -5.35 2.68 1.40
C -5.30 -2.69 0.57
O -4.02 -2.28 0.09
C -3.17 -1.91 1.05
O -3.42 -1.91 2.23
O -2.03 -1.55 0.48
C -1.01 -1.12 1.38
H -5.88 -2.96 -0.30
H -5.21 -3.55 1.23
H -5.79 -1.88 1.10
H -0.74 -1.93 2.07
H -1.33 -0.25 1.94
H -0.15 -0.85 0.78

[4]
Molecular formula: C31H25AsN3O2Pd
Method: DFT, wB97M-V/def2-TZVPD

The energy above the lowest of the compared OMol25 structures with the same formula, charge and spin comes out at 0.0 kcal per mole. The value obtained for the gap between HOMO and LUMO is 6.69 eV. Its net charge is +1. As for the HOMO energy: -10.6 eV. The calculation puts the total energy at -105431.27540 eV.

Element x y z (Å)
Pd -1.16 -0.43 -0.44
O -0.44 4.05 -0.92
C -1.59 4.25 -1.59
C -1.84 5.56 -2.01
C -2.99 5.85 -2.71
C -3.92 4.86 -3.01
C -3.68 3.57 -2.60
C -2.52 3.23 -1.89
C -2.31 1.85 -1.48
O -1.24 1.55 -0.78
N -3.23 0.94 -1.83
N -2.87 -0.27 -1.38
C -3.51 -1.36 -1.58
C -2.92 -2.56 -0.96
C -3.49 -3.81 -1.06
C -2.89 -4.88 -0.41
C -1.74 -4.67 0.33
C -1.20 -3.39 0.38
N -1.77 -2.36 -0.26
H -0.37 3.11 -0.69
H -1.11 6.32 -1.77
H -3.17 6.87 -3.02
H -4.82 5.10 -3.56
H -4.38 2.78 -2.82
H -4.43 -1.39 -2.14
H -4.40 -3.94 -1.63
H -3.32 -5.87 -0.48
H -1.25 -5.47 0.86
H -0.31 -3.18 0.94
C 2.81 3.87 0.95
C 1.68 3.52 1.67
C 1.16 2.24 1.58
C 1.79 1.30 0.77
C 2.92 1.65 0.04
C 3.43 2.93 0.13
As 1.02 -0.46 0.61
C 0.97 -1.23 2.39
C 1.74 -2.34 2.73
C 1.63 -2.89 4.01
C 0.76 -2.33 4.93
C -0.02 -1.23 4.58
C 0.08 -0.69 3.31
C 2.28 -1.50 -0.39
C 1.86 -2.07 -1.59
C 2.75 -2.82 -2.36
C 4.06 -2.98 -1.92
C 4.48 -2.41 -0.73
C 3.59 -1.67 0.03
H 3.21 4.87 1.02
H 1.18 4.25 2.29
H 0.26 1.99 2.13
H 3.41 0.93 -0.61
H 4.31 3.21 -0.43
H 2.42 -2.79 2.02
H 2.23 -3.74 4.28
H 0.68 -2.75 5.93
H -0.71 -0.81 5.29
H -0.56 0.14 3.04
H 0.84 -1.94 -1.94
H 2.43 -3.25 -3.29
H 4.76 -3.56 -2.52
H 5.50 -2.53 -0.40
H 3.93 -1.20 0.95